{"formula": "C38H38BrCsN6O4", "method": "ωB97M-V/def2-TZVPD", "species": ["Cs", "C", "N", "C", "C", "C", "C", "C", "C", "C", "N", "C", "C", "C", "C", "C", "C", "N", "C", "C", "H", "H", "H", "H", "H", "H", "H", "H", "H", "H", "H", "H", "H", "H", "H", "H", "H", "H", "H", "H", "O", "C", "C", "C", "C", "C", "C", "C", "O", "N", "N", "C", "C", "Br", "C", "C", "C", "C", "C", "C", "C", "H", "H", "H", "H", "H", "H", "H", "H", "H", "H", "H", "H", "H", "H", "O", "C", "O", "C", "C", "C", "C", "C", "N", "H", "H", "H", "H"], "coordinates": [[1.7781, 0.0661, 1.1729], [-0.4119, 3.4000, -1.2186], [-1.1850, 2.5754, -0.3272], [-0.9182, 2.9463, 1.0540], [-2.5547, 2.3736, -0.6494], [-3.1703, 3.1196, -1.6357], [-4.4977, 2.8982, -2.0286], [-5.2022, 1.9033, -1.3799], [-4.6123, 1.1479, -0.3737], [-3.2696, 1.3203, 0.0336], [-2.5875, 0.5501, 0.9023], [-3.2115, -0.2102, 1.8409], [-4.3847, 0.1356, 2.5372], [-4.8776, -0.6012, 3.6062], [-4.2319, -1.7491, 4.0247], [-3.0800, -2.1477, 3.3393], [-2.5657, -1.4195, 2.2765], [-1.3748, -1.8224, 1.6236], [-0.6020, -2.8701, 2.2429], [-1.4672, -2.0196, 0.1849], [-0.6848, 4.4722, -1.1828], [-0.5305, 3.0799, -2.2540], [0.6411, 3.3250, -0.9393], [-1.1370, 4.0133, 1.2246], [0.1374, 2.7846, 1.2809], [-1.5109, 2.3313, 1.7237], [-2.6014, 3.8990, -2.1253], [-4.9443, 3.4947, -2.8141], [-6.2303, 1.6928, -1.6600], [-5.1805, 0.3520, 0.0902], [-4.8831, 1.0544, 2.2516], [-5.7690, -0.2573, 4.1213], [-4.5995, -2.3362, 4.8578], [-2.5758, -3.0542, 3.6441], [-1.0906, -3.8628, 2.2073], [-0.4006, -2.6377, 3.2895], [0.3422, -2.9435, 1.7067], [-2.0656, -2.9175, -0.0531], [-0.4603, -2.1678, -0.2117], [-1.9110, -1.1431, -0.2773], [5.9291, -2.8018, -1.6373], [5.8402, -3.2874, -0.3627], [6.9398, -3.9549, 0.1631], [6.8751, -4.4683, 1.4510], [5.7148, -4.3286, 2.2023], [4.6285, -3.6519, 1.6609], [4.6757, -3.1107, 0.3858], [3.4940, -2.2904, -0.1292], [2.4178, -2.3057, 0.6370], [3.1663, -2.7581, -1.5449], [2.2360, -1.8748, -2.0364], [1.2901, -2.3182, -2.7449], [0.1935, -1.4206, -3.1836], [-0.0937, 0.0907, -2.1101], [-0.6691, -1.6879, -4.1673], [-0.6018, -2.8290, -5.1168], [-1.7991, -3.3249, -5.6302], [-1.8088, -4.3825, -6.5267], [-0.6113, -4.9562, -6.9315], [0.5884, -4.4555, -6.4467], [0.5936, -3.3935, -5.5514], [4.9992, -2.6310, -1.9188], [7.8250, -4.0619, -0.4489], [7.7333, -4.9848, 1.8643], [5.6601, -4.7313, 3.2055], [3.7057, -3.4977, 2.2061], [3.8915, -1.2674, -0.3687], [2.8009, -3.7139, -1.4947], [1.1897, -3.3806, -2.9918], [-1.5273, -1.0363, -4.2833], [-2.7320, -2.8792, -5.3067], [-2.7522, -4.7570, -6.9026], [-0.6106, -5.7841, -7.6298], [1.5316, -4.8788, -6.7667], [1.5387, -2.9907, -5.2086], [3.3969, 4.1106, 2.4995], [3.2457, 2.9796, 2.0249], [2.7116, 1.9509, 2.5101], [3.8482, 2.7940, 0.6220], [5.1575, 3.2200, 0.3885], [5.7162, 3.0236, -0.8546], [4.9483, 2.4368, -1.8523], [3.6519, 2.0658, -1.5481], [3.1069, 2.2245, -0.3364], [5.6922, 3.7007, 1.1952], [6.7389, 3.3259, -1.0529], [5.3424, 2.2641, -2.8454], [3.0145, 1.6115, -2.2991]], "atomic_forces_ev_per_a": [[-1.9992, -0.3756, -0.4136], [0.0429, 0.2268, -0.1352], [-0.0035, -0.1263, -0.0504], [0.0652, -0.0160, 0.1083], [0.1623, -0.0182, 0.0828], [-0.1074, 0.0380, -0.1172], [0.1936, 0.0361, 0.0723], [-0.0865, -0.0825, 0.0325], [-0.0386, -0.1104, 0.0151], [0.1359, 0.3248, -0.1377], [-0.2677, -0.0225, 0.0568], [0.1959, -0.2689, 0.0990], [-0.0496, 0.1851, -0.0549], [-0.0559, 0.0191, 0.0269], [0.1239, -0.0441, -0.0707], [-0.0818, 0.0411, 0.0210], [0.1292, -0.0506, -0.2176], [0.0049, 0.1229, 0.1358], [0.0026, -0.0513, -0.0541], [-0.0633, -0.1671, 0.0999], [-0.0325, -0.0111, 0.0925], [0.0255, -0.1147, -0.0178], [-0.0098, -0.0423, -0.0162], [-0.0447, 0.0085, 0.0158], [0.0359, 0.0452, 0.0146], [-0.0180, -0.0067, -0.0176], [-0.0365, 0.0346, -0.0354], [-0.0222, 0.0088, -0.0126], [-0.0055, -0.0064, 0.0016], [-0.0289, -0.0118, -0.0125], [-0.0132, -0.0015, 0.0208], [-0.0114, 0.0102, -0.0019], [-0.0209, 0.0108, 0.0080], [-0.0041, -0.0333, 0.0367], [-0.0389, 0.0164, -0.0187], [0.0044, 0.0505, 0.0193], [0.1567, -0.0734, 0.0232], [-0.0171, -0.0199, -0.0185], [-0.0005, 0.0027, 0.0160], [-0.0306, -0.0814, 0.0370], [-0.1874, -0.0525, 0.0836], [0.0881, 0.1053, -0.3347], [-0.0866, -0.0085, 0.1031], [-0.0368, -0.0010, -0.0063], [0.0313, 0.0251, -0.0479], [-0.0460, 0.0618, -0.0287], [0.0811, -0.1875, -0.0038], [-0.5265, -0.0853, 0.2105], [0.8793, -1.5396, -0.2660], [0.1213, 0.1877, -0.2235], [0.4207, -0.2138, 0.1813], [-0.6323, 0.1608, -0.2667], [0.3787, -0.5188, 0.0619], [-0.0225, 0.4651, -0.0758], [0.0054, -0.3405, -0.3288], [-0.0681, 0.5716, 0.4485], [-0.1056, -0.1678, -0.1142], [0.0321, 0.1052, 0.1081], [0.0428, -0.0893, -0.0811], [-0.0361, 0.1180, 0.0987], [0.1829, -0.1600, -0.1634], [0.1799, 0.0087, -0.0434], [0.0480, -0.0109, -0.0247], [0.0235, -0.0123, 0.0122], [0.0057, -0.0154, 0.0234], [-0.0123, -0.0208, 0.0381], [0.0395, 0.0269, 0.1464], [-0.0654, 0.1293, 0.0475], [-0.0211, 0.0627, 0.0634], [0.0109, 0.0167, 0.0034], [-0.0032, 0.0063, -0.0006], [-0.0040, -0.0258, -0.0224], [-0.0106, -0.0025, -0.0042], [-0.0025, -0.0435, -0.0380], [-0.0593, 0.0085, -0.0235], [-0.0019, 0.1652, 0.1960], [0.1149, -0.1273, -0.0848], [0.7945, 1.6057, 0.8895], [-0.0026, 0.0357, -0.1815], [-0.1004, 0.0130, 0.0568], [0.1114, 0.0153, -0.0594], [-0.0215, -0.0352, -0.1122], [-0.0481, 0.0857, 0.1979], [0.3444, 0.2782, -0.0762], [0.0146, 0.0144, 0.0073], [-0.0148, -0.0103, -0.0085], [0.0138, -0.0023, 0.0076], [-0.0400, -0.0477, 0.0019]], "mulliken_charge": [1.448, -1.043, 0.980, -0.828, 0.382, -0.130, -0.935, -0.786, -0.744, 0.410, -0.665, 0.350, -0.572, -0.764, -0.848, -0.166, 0.168, 0.562, -1.137, -0.325, 0.293, 0.400, -0.036, 0.261, 0.067, 0.159, 0.346, 0.356, 0.343, 0.483, 0.488, 0.341, 0.353, 0.377, 0.362, 0.341, 0.180, 0.156, -0.010, -0.045, -0.737, 0.698, -0.705, -0.233, -0.826, -0.491, -0.042, -0.233, -0.648, -0.310, -0.111, -0.968, 0.159, 0.103, -0.673, 0.549, -0.513, -0.481, -0.392, -0.564, -0.430, 0.533, 0.406, 0.338, 0.378, 0.426, 0.236, 0.222, 0.541, 0.446, 0.388, 0.360, 0.361, 0.377, 0.558, -0.756, 0.263, -0.830, 0.506, -0.791, -0.277, -0.726, -0.270, 0.046, 0.454, 0.371, 0.394, 0.323], "de_lowest_kcal_mol": 44.03, "homo_lumo_gap_ev": 4.61, "spin_multiplicity": 1, "energy_ha": -4694.5114, "total_charge": -2}



{"formula": "C27H18Br2F6N5O5S2Tc", "method": "ωB97M-V/def2-TZVPD", "species": ["Tc", "C", "C", "C", "C", "C", "H", "H", "H", "H", "H", "Br", "C", "C", "C", "Br", "C", "C", "C", "C", "N", "C", "C", "O", "H", "H", "H", "H", "C", "C", "N", "C", "C", "C", "C", "C", "C", "C", "C", "N", "C", "N", "H", "H", "H", "H", "H", "H", "H", "H", "H", "F", "C", "F", "F", "S", "O", "O", "N", "S", "O", "O", "C", "F", "F", "F"], "coordinates": [[-0.8378, -0.2310, -0.2402], [-3.5183, 2.3351, 0.7426], [-3.2603, 1.3003, 1.6207], [-1.8232, 1.0779, 1.6559], [-1.2388, 1.9394, 0.7323], [-2.3045, 2.7328, 0.1632], [-4.4879, 2.7412, 0.5028], [-3.9756, 0.7513, 2.2108], [-1.3098, 0.5715, 2.4576], [-0.1929, 2.2145, 0.6956], [-2.1769, 3.5096, -0.5746], [0.7464, -4.4844, -2.3249], [-0.9577, -3.7069, -2.3699], [-2.0140, -4.3953, -3.0027], [-3.2534, -3.8311, -3.1188], [-4.6273, -4.7890, -3.9785], [-3.5103, -2.5284, -2.6068], [-4.7191, -1.8159, -2.7406], [-4.8097, -0.5424, -2.2547], [-3.7045, 0.0302, -1.6012], [-2.5755, -0.6191, -1.4188], [-2.4569, -1.8815, -1.9419], [-1.1742, -2.4662, -1.8231], [-0.2284, -1.7266, -1.2384], [-1.8212, -5.3784, -3.4075], [-5.5565, -2.2810, -3.2420], [-5.7152, 0.0361, -2.3550], [-3.7622, 1.0344, -1.2077], [0.2795, 2.5282, -3.4278], [-0.4639, 1.7607, -2.5554], [0.1279, 0.9401, -1.6707], [1.4519, 0.8548, -1.6344], [2.2779, 1.6232, -2.4424], [1.6690, 2.4570, -3.3682], [3.7398, 1.5194, -2.3157], [4.4617, 1.5905, -1.1949], [4.0407, 1.8761, 0.1906], [4.9760, 1.7511, 1.2104], [4.5610, 2.0560, 2.4963], [3.3281, 2.4672, 2.7635], [2.5126, 2.5521, 1.7241], [2.7894, 2.2802, 0.4567], [-0.2191, 3.1740, -4.1351], [-1.5439, 1.7743, -2.5501], [1.8689, 0.1653, -0.9154], [2.2738, 3.0628, -4.0312], [4.2751, 1.3671, -3.2456], [5.5295, 1.4441, -1.3039], [5.9874, 1.4299, 1.0096], [5.2412, 1.9767, 3.3358], [1.5014, 2.8780, 1.9444], [1.7999, -3.4911, 2.5636], [1.1938, -3.0442, 1.4830], [0.3789, -3.9720, 1.0077], [2.0864, -2.7118, 0.5667], [0.1685, -1.5251, 1.9485], [0.7597, -0.3851, 1.1679], [-1.1786, -1.7612, 1.3842], [0.1623, -1.3495, 3.4455], [1.3188, -0.4101, 4.1529], [2.6221, -0.7606, 3.6951], [0.8660, 0.9410, 4.1717], [1.1295, -1.0589, 5.8727], [1.9233, -0.3300, 6.6505], [-0.1241, -0.9374, 6.2808], [1.4932, -2.3296, 5.9347]], "atomic_forces_ev_per_a": [[-1.5262, 1.4569, 1.5955], [-0.0657, 0.2346, -0.2079], [0.6451, -0.2408, -0.0792], [-0.0113, -1.2004, -0.3154], [0.4173, 0.4616, -0.7875], [0.3107, -0.5988, 0.1989], [-0.0484, 0.0174, 0.0175], [-0.0881, -0.0159, 0.0294], [-0.1063, 0.1697, 0.1569], [-0.0310, 0.1334, 0.0875], [-0.0012, 0.0240, -0.0864], [-0.0439, 0.0459, 0.0131], [-0.0406, -0.0157, -0.0389], [0.0098, 0.0431, 0.0378], [-0.0113, 0.0926, 0.0619], [0.0245, 0.0011, -0.0048], [0.0650, -0.1236, -0.0520], [-0.0623, -0.0294, -0.0198], [0.1737, 0.0414, 0.0729], [-0.2346, 0.0230, -0.0120], [0.3309, -0.0975, -0.1404], [0.0197, -0.0480, -0.0732], [-0.0918, -0.0856, -0.2465], [0.1084, -0.0976, 0.2574], [-0.0203, -0.0078, -0.0108], [-0.0132, 0.0010, -0.0010], [-0.0266, 0.0176, -0.0131], [0.0323, -0.0350, 0.0317], [-0.0272, -0.1823, 0.1971], [0.1472, 0.0753, -0.2275], [-0.3136, -0.0333, -0.1181], [0.1945, 0.0901, 0.0808], [-0.1049, 0.0557, -0.0613], [-0.0386, -0.0205, 0.0033], [0.1070, 0.0135, 0.1229], [-0.0585, -0.0523, -0.1333], [-0.0244, 0.0120, 0.1048], [-0.0848, -0.0107, -0.0501], [0.0303, 0.0255, 0.0121], [0.1476, -0.0010, 0.0849], [-0.1629, 0.0071, 0.0085], [0.0751, -0.0452, -0.1298], [-0.0121, 0.0101, -0.0107], [-0.0034, 0.0270, 0.0023], [0.0828, -0.0256, 0.0105], [0.0002, 0.0008, 0.0046], [0.0313, 0.0081, -0.0293], [0.0387, 0.0256, 0.0093], [0.0351, -0.0100, -0.0113], [0.0071, -0.0129, 0.0163], [0.0077, 0.0233, 0.0113], [-0.0076, 0.0194, -0.0196], [-0.0150, 0.0070, 0.0494], [0.0069, 0.0261, 0.0171], [-0.0135, 0.0312, -0.0017], [-0.1602, 0.1059, -0.0532], [0.1164, -0.1533, -0.1992], [0.2948, -0.1714, -0.1475], [0.1826, 0.0125, -0.0030], [-0.4438, -0.0310, 0.1199], [0.1522, -0.0013, -0.0610], [0.0423, -0.0041, -0.0046], [0.1299, 0.0841, 0.1508], [-0.0525, -0.0616, -0.0758], [-0.0329, 0.0351, -0.0602], [0.0118, -0.0460, -0.0805]], "nbo_charge": [1.164, -0.347, -0.053, -0.302, -0.415, -0.035, 0.242, 0.239, 0.273, 0.275, 0.229, 0.144, -0.127, -0.215, -0.091, 0.123, -0.042, -0.091, -0.262, 0.099, -0.431, 0.092, 0.305, -0.584, 0.257, 0.249, 0.245, 0.227, -0.233, 0.049, -0.417, 0.115, -0.072, -0.102, -0.176, -0.183, 0.182, -0.267, 0.095, -0.417, 0.268, -0.488, 0.244, 0.212, 0.239, 0.237, 0.229, 0.224, 0.230, 0.210, 0.178, -0.281, 0.779, -0.291, -0.289, 2.193, -0.894, -0.870, -1.169, 2.226, -0.901, -0.891, 0.745, -0.295, -0.295, -0.295], "homo_lumo_gap_ev": [5.27, 5.55], "spin_multiplicity": 2, "energy_ha": -8313.7748, "s2": 0.77, "total_charge": 1}